141
Properties=species:S:1:pos:R:3 method="wB97M-V/def2-TZVPD" total_charge=-1 e_lumo_ev=1.86 total_energy_ev=-147969.508 fmax_ha_per_bohr=0.0522
C 3.05141 0.21812 3.60523
S 2.00819 -0.90694 2.59579
O 0.63818 -0.83414 3.20208
O 2.64735 -2.25541 2.63445
Ga 1.76235 -0.16516 0.35875
O 2.67228 -1.39946 -0.71988
P 2.65684 2.02406 0.31080
O 1.50001 3.02581 0.53474
H 2.85930 0.02905 4.66468
H 2.74397 1.23535 3.37575
H 4.11129 0.04898 3.42154
H 0.23442 -0.21226 -0.05732
H 3.58940 -1.41063 -0.47869
H 3.57044 2.23690 1.40113
H 3.35409 2.33013 -0.88422
C 4.15324 2.21431 -4.19346
O 3.71271 2.78225 -2.96020
H 3.88485 1.16045 -4.20617
H 3.66448 2.72022 -5.03141
H 5.23332 2.30902 -4.28428
H 3.95955 3.70880 -2.97270
C 2.80504 5.58333 -4.84940
O 4.21819 5.68436 -5.05558
H 2.50853 4.55230 -5.01501
H 2.54667 5.86594 -3.82647
H 2.27109 6.22469 -5.55477
H 4.46276 6.59943 -4.90523
C -2.10479 -0.22078 -2.45799
O -1.45152 0.96179 -2.01470
H -1.83768 -1.02593 -1.77140
H -3.19334 -0.08047 -2.44704
H -1.77467 -0.48210 -3.47137
H -1.68119 1.67640 -2.61384
C -1.67852 1.75923 4.42070
O -1.34568 1.56595 3.05497
H -2.30287 2.64651 4.49742
H -2.23675 0.89702 4.79827
H -0.77445 1.90229 5.02112
H -0.79485 0.78037 2.99287
C 1.98649 4.21847 3.44991
O 3.40886 4.27365 3.29895
H 1.66590 3.19008 3.32227
H 1.70387 4.56311 4.45116
H 1.50392 4.83317 2.68946
H 3.67276 5.18544 3.41032
C -1.12193 -3.81133 -0.49579
O -1.62364 -2.48470 -0.33734
H -1.27763 -4.11058 -1.53135
H -0.05209 -3.84165 -0.27169
H -1.65538 -4.49702 0.15835
H -1.47923 -2.22792 0.57629
C 8.34293 0.90666 -4.37405
O 7.08735 1.00339 -3.71140
H 8.22653 1.31116 -5.37731
H 9.09466 1.49122 -3.83466
H 8.66396 -0.13223 -4.43961
H 7.19434 0.65407 -2.82697
C 7.37549 4.03923 -4.92591
O 7.24617 5.37492 -5.40721
H 8.43004 3.77237 -4.92343
H 6.98488 3.96574 -3.90802
H 6.83079 3.35339 -5.57962
H 6.31094 5.59704 -5.39463
C -4.71106 1.40783 7.33457
O -3.80431 2.40848 6.88191
H -4.20388 0.44530 7.29075
H -5.01491 1.60690 8.36742
H -5.58958 1.38472 6.68786
H -4.26206 3.25034 6.92294
C 10.78850 -2.77566 -3.54645
O 10.32191 -1.45399 -3.29014
H 10.61365 -2.99824 -4.59629
H 11.85976 -2.85107 -3.33975
H 10.24504 -3.49945 -2.93387
H 10.47930 -1.26820 -2.36392
C -4.17469 -6.98489 0.97957
O -3.37413 -5.93289 0.44723
H -3.63351 -7.92018 0.87123
H -4.37674 -6.80652 2.03970
H -5.11353 -7.05128 0.42748
H -3.86953 -5.11547 0.54732
C -6.23749 -10.23947 -0.54195
O -5.24832 -9.94264 0.43270
H -7.17961 -9.80382 -0.21514
H -5.96348 -9.80941 -1.51077
H -6.36229 -11.32101 -0.64644
H -4.42023 -10.33064 0.13070
C -3.24605 4.21193 1.11584
O -2.31583 4.47689 2.15340
H -4.17750 4.72560 1.35405
H -2.86900 4.58238 0.15786
H -3.43724 3.13793 1.04220
H -1.50319 4.00893 1.93183
C 6.69853 0.04552 0.21289
O 5.41448 -0.48839 -0.07515
H 7.20676 -0.64039 0.88704
H 7.29024 0.14449 -0.70329
H 6.60861 1.02153 0.69664
H 4.97271 0.12648 -0.67117
C -1.38280 -9.57215 -1.10607
O -2.66951 -10.15091 -1.33765
H -0.82382 -10.23826 -0.45371
H -0.84210 -9.45813 -2.04832
H -1.48273 -8.59809 -0.62178
H -3.15003 -9.55374 -1.91276
C -7.51210 0.25384 3.88885
O -6.61332 0.52110 4.96497
H -8.45953 0.73782 4.11116
H -7.11721 0.65460 2.95306
H -7.67581 -0.82172 3.78697
H -5.78247 0.08914 4.75712
C -7.48438 -5.52075 0.30727
O -6.79787 -4.35610 0.75562
H -7.20321 -6.34769 0.95412
H -8.56702 -5.37382 0.36448
H -7.19526 -5.75434 -0.72164
H -7.04686 -3.62999 0.18317
C -1.94818 1.45805 -5.79947
O -1.99686 2.63306 -4.99238
H -1.03091 0.92267 -5.56786
H -2.80348 0.81478 -5.57632
H -1.95086 1.72152 -6.86150
H -2.80860 3.09483 -5.20124
C -10.62818 -1.12625 2.28466
O -9.74270 -0.10982 1.82615
H -10.10936 -2.07983 2.22158
H -10.91473 -0.94504 3.32459
H -11.52451 -1.16585 1.65909
H -10.20720 0.72512 1.88568
C -5.60905 4.62728 4.83798
O -6.12298 5.22719 6.03102
H -5.89552 3.57736 4.83282
H -6.02579 5.11727 3.95380
H -4.51904 4.70024 4.81883
H -5.86215 6.14766 6.02455
C 8.94941 5.39394 -1.62006
O 8.06976 4.40814 -1.08690
H 9.60179 4.91302 -2.34511
H 8.37679 6.17867 -2.12174
H 9.56091 5.83352 -0.82626
H 7.49766 4.83887 -0.45127

=====

47
Properties=species:S:1:pos:R:3 method="wB97M-V/def2-TZVPD" e_lumo_ev=-2.18 total_energy_ev=-120976.634 fmax_ha_per_bohr=0.0228
W -0.04844 -1.26874 0.08893
N -4.33630 -2.84039 -0.00928
C -3.18543 -2.12961 -0.00851
S -1.76822 -2.99116 0.54507
N -3.22175 -0.91238 -0.41577
N -2.01264 -0.23030 -0.36513
C -2.17876 1.01904 -0.59365
C -1.15944 2.04505 -0.62646
C -1.52041 3.38740 -0.74426
C -0.55221 4.37192 -0.79421
C 0.79455 4.01409 -0.75090
C 1.16974 2.68451 -0.65450
C 0.18353 1.71592 -0.58215
O 0.53386 0.42788 -0.43594
H -4.34540 -3.80063 0.27703
H -5.17498 -2.40718 -0.35177
H -3.20571 1.32245 -0.76979
H -2.57228 3.64682 -0.78677
H -0.83636 5.41261 -0.86762
H 1.55901 4.77925 -0.79110
H 2.20859 2.38330 -0.61953
S -0.81107 -0.41320 2.28945
C 0.50128 0.70874 2.59996
C 0.26779 1.92706 3.22938
C 1.30695 2.82015 3.43446
C 1.03254 4.10065 4.03745
N 0.79435 5.12360 4.50314
C 2.60726 2.48330 3.02852
C 2.84399 1.25726 2.42497
C 1.79500 0.37414 2.19299
S 2.05592 -1.14608 1.37396
C 3.69670 3.41363 3.19105
N 4.56577 4.15756 3.29788
H -0.73578 2.19335 3.53493
H 3.84630 1.00092 2.10682
Cl 1.40780 -6.90597 -3.37091
C 0.90766 -5.31099 -2.96773
C 0.26805 -4.50936 -3.92451
Cl 0.00344 -5.11111 -5.51256
C -0.16170 -3.22481 -3.59882
Cl -0.96487 -2.20124 -4.71991
C 0.06329 -2.76236 -2.31433
O -0.29154 -1.56322 -1.84682
C 0.72746 -3.54260 -1.38601
O 0.88538 -2.92088 -0.19893
C 1.13942 -4.82569 -1.68256
Cl 1.91766 -5.75271 -0.46554

=====

44
Properties=species:S:1:pos:R:3 method="wB97M-V/def2-TZVPD" e_lumo_ev=-1.33 total_energy_ev=-85772.155 fmax_ha_per_bohr=0.0029
Sc 0.36507 -0.84716 0.05929
F 7.26293 -0.82229 -1.14739
C 6.04188 -1.27545 -0.87290
C 4.96087 -0.41395 -0.85918
F 5.12312 0.88352 -1.11874
C 3.71239 -0.92388 -0.56865
F 2.66348 -0.05568 -0.55671
C 3.46016 -2.25479 -0.28715
S 1.85058 -2.86150 0.05623
C 4.57290 -3.09296 -0.31305
F 4.43423 -4.39307 -0.05793
C 5.84073 -2.61898 -0.59825
F 6.88080 -3.44996 -0.61162
Cl 0.35634 6.54600 -0.30913
C 0.40022 4.85117 0.05875
C 0.62124 4.43975 1.38464
C 0.66094 3.11056 1.71288
C 0.48200 2.11495 0.72964
O 0.51045 0.85833 1.06479
C 0.26230 2.54219 -0.60769
C 0.08373 1.62557 -1.68573
O 0.10225 0.38341 -1.62256
C 0.22305 3.92048 -0.92038
H 0.75939 5.19292 2.14921
H 0.82643 2.78871 2.73175
H -0.08377 2.06811 -2.67535
H 0.05331 4.22596 -1.94535
C -5.34732 0.41088 0.48471
C -4.13271 1.12890 0.44930
C -2.94326 0.45953 0.39678
C -2.88529 -0.95841 0.37221
C -1.63381 -1.65563 0.30401
C -1.68125 -3.03394 0.29017
C -2.89976 -3.75611 0.34199
C -4.08369 -3.08649 0.39922
C -4.10945 -1.66800 0.41410
C -5.33178 -0.95392 0.46975
H -6.28764 0.94507 0.52820
H -4.14760 2.21141 0.47000
H -2.01221 1.01504 0.38934
H -0.76783 -3.62152 0.23490
H -2.88084 -4.83874 0.33091
H -5.02245 -3.62736 0.43377
H -6.26015 -1.51263 0.50117

=====

45
Properties=species:S:1:pos:R:3 method="wB97M-V/def2-TZVPD" e_lumo_ev="-1.00 / -1.00" total_energy_ev=-171087.449 fmax_ha_per_bohr=0.0410
Ga -2.79960 0.04776 0.08234
F 1.74617 6.24383 0.03047
C 1.33511 4.98594 -0.01022
C 2.25303 3.95603 -0.03984
F 3.54547 4.21269 -0.10034
C 1.81376 2.63520 -0.09939
F 2.76971 1.66385 -0.24936
C 0.46600 2.33374 -0.03485
P -0.16447 0.61639 0.02537
C 0.56613 -0.18116 -1.41245
C 0.77689 0.58812 -2.57340
C 1.35857 0.01945 -3.70569
C 1.75343 -1.32807 -3.69847
C 1.60419 -2.07818 -2.52020
C 0.99643 -1.51972 -1.38739
C 0.64248 -0.05972 1.49591
C -0.09141 -0.07721 2.69524
C 0.48192 -0.57771 3.87054
C 1.79998 -1.04796 3.85992
C 2.55318 -1.00410 2.67719
C 1.99027 -0.50743 1.50097
C -0.46377 3.38301 0.01076
Br -2.36704 3.13266 0.07488
C -0.02301 4.68901 0.04009
F -0.94027 5.67774 0.11240
H 0.48935 1.64438 -2.57570
H 1.51083 0.63376 -4.59082
H 2.15899 -1.79209 -4.59096
H 1.97071 -3.09903 -2.47873
H 0.83754 -2.12214 -0.49771
H -1.12261 0.27924 2.71135
H -0.09969 -0.61876 4.79008
H 2.25017 -1.46737 4.75696
H 3.58932 -1.35802 2.69603
H 2.60335 -0.45651 0.60145
C -4.69083 0.23021 0.06884
H -5.33988 0.63009 0.90105
H -5.29368 0.35341 -0.87141
N -2.20804 -1.72959 0.11360
C -2.42492 -2.86546 -0.05304
C -2.80728 -4.15242 -0.20356
C -2.68102 -4.76415 -1.47141
N -2.55889 -5.27363 -2.49275
C -3.57778 -4.71273 0.84863
N -4.20876 -5.16333 1.69368

=====

44
Properties=species:S:1:pos:R:3 method="wB97M-V/def2-TZVPD" total_charge=+1 e_lumo_ev=-3.70 total_energy_ev=-51008.342 fmax_ha_per_bohr=0.0121
Pt 0.68079 -0.33527 -0.45123
F -2.95168 -3.98773 -1.47340
C -1.69443 -3.57507 -1.64479
C -1.30287 -2.38592 -1.04900
C -0.00132 -1.97361 -1.23539
C 0.90659 -2.72042 -1.99948
C 0.44985 -3.90219 -2.57001
F 1.28413 -4.64696 -3.30792
C -0.84393 -4.35216 -2.40850
C 2.23639 -2.14019 -2.09161
C 3.34889 -2.62396 -2.77036
C 4.53086 -1.90725 -2.72979
C 4.59364 -0.71794 -2.01529
C 3.46127 -0.28532 -1.36084
N 2.31936 -0.97754 -1.40001
H -2.01485 -1.81939 -0.46229
H -1.17918 -5.27426 -2.86031
H 3.27753 -3.54870 -3.31876
H 5.40276 -2.27404 -3.25431
H 5.49975 -0.13282 -1.96211
H 3.44881 0.63257 -0.78766
S -3.30366 4.77646 4.09515
N -2.44668 3.47683 4.50396
C -2.00115 2.94172 3.38080
C -1.17302 1.75498 3.28470
C -0.73849 1.00869 4.38029
C 0.03565 -0.10582 4.16118
C 0.36712 -0.44947 2.85275
N -0.03537 0.25938 1.80622
C -0.79781 1.34006 2.00558
C -1.23821 2.06422 0.80363
N -0.83724 1.57041 -0.37335
C -1.22520 2.16931 -1.49168
C -2.03050 3.30563 -1.49091
C -2.44367 3.82706 -0.28818
C -2.04629 3.19921 0.89240
C -2.42406 3.64264 2.22064
N -3.17988 4.69195 2.49262
H -1.02171 1.31515 5.37887
H 0.38798 -0.71456 4.98169
H 0.97410 -1.31965 2.64053
H -0.88244 1.72817 -2.41820
H -2.32021 3.75873 -2.42828
H -3.07161 4.70706 -0.23736

=====

60
Properties=species:S:1:pos:R:3 method="wB97M-V/def2-TZVPD" e_lumo_ev=-1.62 total_energy_ev=-112572.363 fmax_ha_per_bohr=0.0085
Au -0.48877 -0.22649 1.18972
Cl 3.37616 -0.07327 4.27206
C 2.96172 -1.29161 3.13193
C 3.79389 -2.41836 2.98248
C 3.51654 -3.38166 2.05606
Cl 4.57947 -4.73507 1.87240
C 2.37356 -3.27406 1.22687
C 2.03334 -4.14617 0.16967
C 0.93940 -3.88713 -0.60759
C 0.13283 -2.77814 -0.31915
N 0.40588 -1.97865 0.68954
C 1.53788 -2.16774 1.43939
C 1.83093 -1.14682 2.36367
O 1.02797 -0.08517 2.44531
H 4.67350 -2.49831 3.60546
H 2.66819 -4.99632 -0.03846
H 0.69378 -4.49141 -1.46669
H -0.72909 -2.53646 -0.92486
N -7.78149 -0.17430 -6.69453
C -7.13805 -0.24119 -5.74573
C -6.33895 -0.32795 -4.55339
C -6.94372 -0.59818 -3.33075
C -6.17731 -0.68490 -2.18327
C -4.80399 -0.50059 -2.25458
C -4.19219 -0.23040 -3.47292
C -4.96098 -0.14450 -4.61837
N -4.01633 -0.59075 -1.06372
C -4.45343 -0.91013 0.21044
C -3.36382 -0.87949 1.00855
N -2.26727 -0.55787 0.23339
C -2.69210 -0.37633 -0.99901
H -8.01413 -0.73872 -3.27891
H -6.66518 -0.88964 -1.24241
H -3.12424 -0.08868 -3.55566
H -4.48761 0.06387 -5.56748
H -5.47726 -1.12582 0.44556
H -3.29001 -1.05173 2.06713
H -2.06455 -0.07684 -1.81632
C 0.66251 2.87840 1.81120
C -0.82806 2.69293 1.86465
O -1.59933 3.59244 2.07148
O -1.35696 1.47611 1.61763
H 0.87995 3.93193 1.95670
H 1.04927 2.54622 0.84587
H 1.15208 2.28632 2.57955
F 2.12287 2.65571 -2.19033
C 1.77861 1.62244 -2.95698
F 0.73776 1.97668 -3.70206
F 2.79823 1.31950 -3.74887
S 1.32808 0.16488 -1.86588
O -0.09317 -0.00758 -2.07444
O 1.73290 0.53832 -0.53894
N 2.16543 -1.06222 -2.33680
S 1.66916 -1.93682 -3.57134
O 0.98331 -3.12430 -3.13655
O 1.11165 -1.17524 -4.65103
C 3.31216 -2.52604 -4.15674
F 4.07591 -1.50485 -4.52789
F 3.93878 -3.21139 -3.20060
F 3.12347 -3.32848 -5.20359

=====

60
Properties=species:S:1:pos:R:3 method="wB97M-V/def2-TZVPD" e_lumo_ev=-1.46 total_energy_ev=-112572.741 fmax_ha_per_bohr=0.0219
Au -0.34604 -2.44087 -0.36669
Cl -4.83408 -4.50508 -0.28247
C -4.11719 -3.44295 0.86621
C -4.86317 -3.01648 1.98066
C -4.32942 -2.16444 2.90476
Cl -5.27744 -1.66274 4.26439
C -3.00626 -1.68548 2.75878
C -2.34903 -0.78606 3.62516
C -1.07304 -0.37893 3.35338
C -0.42561 -0.85222 2.20677
N -1.00989 -1.71250 1.40139
C -2.29164 -2.13360 1.63859
C -2.82477 -3.01361 0.67464
O -2.07342 -3.38324 -0.36025
H -5.87658 -3.37437 2.09537
H -2.87197 -0.41461 4.49586
H -0.55979 0.33585 3.97840
H 0.56931 -0.52003 1.94852
N 6.57683 5.59833 -1.04071
C 5.99272 4.61440 -0.94269
C 5.26961 3.37744 -0.81941
C 5.95040 2.16735 -0.90022
C 5.25965 0.97526 -0.78134
C 3.88747 0.99476 -0.58035
C 3.19922 2.19894 -0.49314
C 3.89246 3.38810 -0.61569
N 3.17242 -0.23741 -0.45230
C 3.69709 -1.50626 -0.27080
C 2.64632 -2.35203 -0.17253
N 1.49172 -1.60529 -0.29316
C 1.83710 -0.34769 -0.47671
H 7.01923 2.16009 -1.06095
H 5.80182 0.04485 -0.86233
H 2.13378 2.23422 -0.30975
H 3.36307 4.32775 -0.54409
H 4.75023 -1.70242 -0.21426
H 2.63108 -3.41971 -0.04986
H 1.13158 0.45408 -0.61976
C -1.50784 -2.51794 -3.44142
C -0.25170 -3.31007 -3.22150
O 0.31055 -3.93401 -4.08009
O 0.34025 -3.26861 -2.00331
H -1.75385 -2.55571 -4.49826
H -1.37865 -1.48191 -3.12343
H -2.32322 -2.93279 -2.85383
F -4.05256 1.22329 -2.55192
C -3.10073 1.96095 -1.98551
F -2.46082 2.63131 -2.93224
F -3.66839 2.82068 -1.14617
S -1.91634 0.83205 -1.06955
O -0.73370 0.80811 -1.90241
O -2.61743 -0.41495 -0.92753
N -1.66969 1.46265 0.33848
S -0.48491 2.51528 0.50862
O 0.70711 1.89521 1.03124
O -0.35488 3.44190 -0.57495
C -1.18627 3.47148 1.91976
F -2.33447 4.04139 1.58590
F -1.39219 2.68206 2.98097
F -0.31404 4.41625 2.26368

=====

54
Properties=species:S:1:pos:R:3 method="wB97M-V/def2-TZVPD" total_charge=-2 e_lumo_ev=3.90 total_energy_ev=-239695.035 fmax_ha_per_bohr=0.0852
Zn 1.31724 0.14666 1.54826
Br -3.59345 -5.06669 3.14756
C -2.33346 -3.68672 2.99066
C -1.49830 -3.51921 4.12475
C -0.41262 -2.70963 4.04445
C -0.00975 -2.07246 2.78925
O 1.06541 -1.34311 2.83107
C -0.80076 -2.40418 1.64907
C -0.34069 -2.00276 0.30161
N 0.63997 -1.12063 0.06713
C 1.14560 -0.87547 -1.16815
C 0.49441 -1.22181 -2.37333
C 1.17486 -1.11764 -3.56261
C 2.47186 -0.57566 -3.63680
C 3.12128 -0.12127 -2.43914
C 4.44517 0.40989 -2.42242
C 4.98029 0.73624 -1.20316
C 4.22907 0.62024 -0.00957
N 2.97594 0.19665 -0.04021
C 2.42887 -0.21845 -1.21687
C -2.02777 -3.06042 1.77548
H -1.86216 -3.93197 5.07514
H 0.22608 -2.41825 4.90189
H -0.84346 -2.54783 -0.49492
H -0.50472 -1.62771 -2.27744
H 0.69370 -1.38309 -4.48333
H 2.92309 -0.41605 -4.59351
H 5.00033 0.58025 -3.36437
H 5.93240 1.22765 -1.12215
H 4.67197 0.93124 0.94781
H -2.76262 -3.01922 0.98399
O -2.44488 3.36995 1.20902
As -2.07384 1.57227 1.61847
O -2.79027 1.33299 3.06912
O -0.42681 1.12036 1.55750
C -1.95982 1.84595 -0.36957
C -0.97995 2.73767 -0.91467
C -1.05038 3.10514 -2.24137
C -1.97726 2.42846 -3.05058
C -2.93295 1.54313 -2.56532
C -2.81427 1.19481 -1.22429
S -3.57366 -0.26924 -0.55226
O -5.00251 -0.18563 -0.56590
O -2.95383 -1.39423 -1.26169
O -2.96233 -0.13979 0.84958
H -2.69819 3.74760 2.12250
H -0.31208 3.21637 -0.18577
H -0.43357 3.86336 -2.65475
H -1.98979 2.57940 -4.11889
H -3.74299 1.22953 -3.23469
F 2.25765 2.82974 1.36166
C 2.33467 1.84328 2.32465
F 1.86988 2.38091 3.50244
F 3.70941 1.65938 2.55468